[1]
A molecular structure, C21H38IrN2O5S3Si4Te at a distorted geometry, computed with ωB97M-V with the def2-TZVPD basis set.

Values from the calculation:
Energy relative to the best compared isomer or geometry (same formula, charge and spin) in kJ/mol: 246.7
HOMO energy (alpha / beta) in eV: -4.63 / -4.61
Calculated total energy in eV: -109764.2331
HOMO-LUMO gap (alpha / beta) in eV: 6.1250 / 6.1095

Structure (ORCA input):
```
! wB97M-V def2-TZVPD RIJCOSX def2/J DEFGRID3
* xyz -1 1
Ir -0.8342 -0.6851 -0.5887
C -3.4056 -7.4415 -2.4472
C -3.1498 -5.9800 -2.6623
C -4.1985 -5.1003 -2.8902
C -3.9504 -3.7588 -3.1267
C -2.6543 -3.2951 -3.1257
C -1.5969 -4.1533 -2.8958
C -1.8468 -5.4909 -2.6566
S -2.3287 -1.5913 -3.5776
O -3.4052 -1.2052 -4.4696
O -1.0015 -1.5502 -4.1351
N -2.2864 -0.5974 -2.2954
C -3.3368 -0.2631 -1.5411
C -4.6976 -0.4429 -1.8603
C -5.6474 -0.0419 -0.9535
C -5.2558 0.5448 0.2513
C -3.9048 0.7176 0.4745
N -2.9768 0.3454 -0.3895
H -4.4656 -7.6622 -2.5428
H -3.0666 -7.7297 -1.4542
H -2.8604 -8.0360 -3.1811
H -5.2173 -5.4651 -2.8855
H -4.7578 -3.0767 -3.3380
H -0.5909 -3.7625 -2.9137
H -1.0283 -6.1696 -2.4613
H -4.9590 -0.8740 -2.8131
H -6.6996 -0.1776 -1.1740
H -5.9862 0.8530 0.9822
H -3.5365 1.1914 1.3757
O -1.2235 -1.7163 1.3978
S -1.1680 -2.9082 0.5021
O -2.1602 -2.7919 -0.5612
O -1.1779 -4.1537 1.2249
S 0.6474 -2.6692 -0.3990
C 0.4301 5.0861 0.0660
Si 1.1188 3.9934 1.4826
C 2.4641 5.0397 2.3737
C -0.3102 3.7688 2.7473
Si 1.9664 1.8653 0.7626
Te 0.5919 1.2891 -1.3019
Si 4.1169 2.2618 -0.2263
C 3.9936 3.6781 -1.5187
C 5.4658 2.7791 1.0435
C 4.7756 0.7142 -1.1406
Si 2.0997 0.3790 2.6354
C 3.1885 -1.1321 2.2045
C 0.4650 -0.1478 3.4604
C 3.0372 1.3894 3.9879
H -0.0098 6.0134 0.4234
H -0.3316 4.5382 -0.4796
H 1.2119 5.3365 -0.6431
H 2.0501 5.9321 2.8331
H 3.2339 5.3564 1.6785
H 2.9452 4.4619 3.1545
H -0.7834 4.7101 3.0164
H 0.0494 3.3078 3.6626
H -1.0757 3.1206 2.3316
H 3.8276 4.6381 -1.0413
H 3.1476 3.4859 -2.1720
H 4.8827 3.7646 -2.1362
H 5.1342 3.6162 1.6470
H 6.3916 3.0701 0.5570
H 5.6951 1.9596 1.7161
H 4.0241 0.3577 -1.8383
H 4.9780 -0.0952 -0.4468
H 5.6870 0.9070 -1.6999
H 2.7204 -1.7159 1.4175
H 3.3429 -1.7921 3.0534
H 4.1677 -0.8214 1.8506
H -0.1424 -0.7184 2.7651
H -0.1197 0.7147 3.7710
H 0.6206 -0.7771 4.3346
H 3.9283 1.8560 3.5861
H 3.3407 0.7686 4.8255
H 2.4081 2.1781 4.3873
*
```

---

[2]
2 unconnected molecules or ions with the total composition C21H38N5O at a distorted geometry, computed with ωB97M-V with the def2-TZVPD basis set.

Values from the calculation:
HOMO energy in eV: -11.11
Calculated total energy in eV: -31879.4884
HOMO-LUMO gap in eV: 6.9131

Structure (ORCA input):
```
! wB97M-V def2-TZVPD RIJCOSX def2/J DEFGRID3
* xyz 1 1
C 2.3017 5.9020 0.1637
C 2.6687 4.5295 -0.5110
C 3.0863 4.5269 -2.0128
N 2.5634 3.4640 0.2513
N 1.6506 2.5417 -0.2933
C 0.3970 3.0284 -0.4920
C -0.6206 2.1027 -1.0253
C -0.1833 0.7225 -1.3041
O -1.0346 -0.2418 -1.7629
C -1.5796 -0.8909 -0.5411
C -3.0121 -1.4943 -0.7593
C -3.1097 -2.3598 -2.0956
C -4.1739 -0.4346 -0.8392
C -4.4001 0.4415 0.4648
C -3.9471 1.9519 0.2849
C -3.7884 -0.1553 1.7916
C 1.2632 0.4431 -1.0073
C 1.7343 -1.0224 -1.2807
C 2.7742 -1.5182 -0.1821
C 2.1578 -1.5586 1.2689
C 2.9278 -0.5737 2.2770
C 3.1961 -1.3484 3.6335
N 4.2809 -2.3487 3.3724
N 2.1288 1.3462 -0.5310
H 1.6192 6.5092 -0.4825
H 3.2219 6.4750 0.4520
H 1.7413 5.6964 1.1156
H 2.2342 4.2019 -2.6700
H 4.0280 3.9573 -2.1855
H 3.2949 5.5994 -2.2839
H 0.0616 4.0545 -0.2506
H -1.6712 2.4152 -1.1919
H -0.9167 -1.7146 -0.1701
H -1.5461 -0.0949 0.2551
H -3.2197 -2.2209 0.0666
H -3.0831 -1.7032 -3.0078
H -4.1004 -2.8916 -2.0362
H -2.3255 -3.1540 -2.1111
H -5.1231 -1.0242 -0.9923
H -4.0527 0.1872 -1.7635
H -5.5151 0.4787 0.6257
H -4.6914 2.6955 0.6518
H -2.9352 2.1128 0.7602
H -3.7763 2.0976 -0.8216
H -3.8364 -1.2652 1.8759
H -2.7612 0.2625 1.9829
H -4.4175 0.2446 2.6390
H 2.1578 -1.1614 -2.3049
H 0.8682 -1.7336 -1.1988
H 3.7144 -0.9039 -0.2219
H 3.0037 -2.5848 -0.4607
H 2.1846 -2.5837 1.7312
H 1.0803 -1.2408 1.3139
H 2.2613 0.3096 2.4882
H 3.8613 -0.1917 1.7939
H 3.4868 -0.6590 4.4730
H 2.2528 -1.8899 3.8883
H 4.8579 -1.9904 2.6117
H 3.8419 -3.2266 3.0956
C -0.3046 -5.6262 -1.4526
C -0.9234 -4.8156 -0.3785
N -1.4034 -4.1889 0.4561
H -0.4421 -5.1327 -2.4147
H 0.7616 -5.7428 -1.2606
H -0.7700 -6.6106 -1.4874
*
```

---

[3]
A molecular structure, C21H38N6O4PPb, computed with ωB97M-V with the def2-TZVPD basis set.

Values from the calculation:
HOMO energy in eV: -16.90
Calculated total energy in eV: -54037.6786
HOMO-LUMO gap in eV: 7.5987

Structure (ORCA input):
```
! wB97M-V def2-TZVPD RIJCOSX def2/J DEFGRID3
* xyz 3 1
Pb -1.0789 0.0470 1.3170
C -1.0524 -3.6470 -1.5333
C -0.8268 -2.5298 -0.5724
N -1.6281 -1.5622 -0.3399
C -2.8416 -1.3085 -1.1080
C -3.8620 -0.5265 -0.2797
N -3.2951 0.6011 0.5000
C -3.2819 1.9324 -0.1242
C -2.0559 2.1351 -0.9984
N -0.8272 1.8007 -0.2574
C -0.0899 2.9677 0.3005
C 0.8908 2.5708 1.4350
N 1.0335 1.1294 1.4204
C 2.1136 0.4637 1.5077
C 3.4580 1.0528 1.7902
C 1.9566 -1.0053 1.1928
C 2.9195 -1.9892 1.3336
C 2.6168 -3.2740 0.8820
C 1.4000 -3.5326 0.2636
C 0.4915 -2.4885 0.1640
N 0.7812 -1.2945 0.6465
H -1.8326 -3.4298 -2.2551
H -1.3382 -4.5472 -0.9798
H -0.1303 -3.8716 -2.0686
H -3.3352 -2.2259 -1.4267
H -2.5491 -0.7661 -2.0111
H -4.3298 -1.2048 0.4339
H -4.6446 -0.1651 -0.9491
H -3.8014 0.6696 1.3772
H -3.2809 2.6670 0.6831
H -4.1814 2.0961 -0.7204
H -2.0394 3.1753 -1.3253
H -2.0898 1.5154 -1.8944
H -0.1884 1.3235 -0.9032
H -0.8154 3.6840 0.6821
H 0.4500 3.4395 -0.5202
H 0.4667 2.8589 2.3979
H 1.8369 3.0949 1.3165
H 3.4708 1.4896 2.7908
H 3.6696 1.8593 1.0858
H 4.2589 0.3239 1.7208
H 3.8806 -1.7855 1.7841
H 3.3425 -4.0685 0.9970
H 1.1751 -4.5183 -0.1202
N -2.0037 1.6397 5.3701
C -1.6149 1.0289 4.2687
O -1.6729 1.5767 3.1508
C -1.0374 -0.3680 4.3980
C -1.2001 -1.2046 3.1538
H -2.3435 2.5905 5.3305
H -1.9547 1.1943 6.2737
H -1.5221 -0.8738 5.2359
H 0.0178 -0.2500 4.6554
H -2.1775 -1.6683 3.0435
H -0.3900 -1.9006 2.9629
C 4.2132 -0.1455 -2.5532
O 2.8808 -0.0480 -3.0890
P 1.6078 0.3064 -2.1929
O 0.9846 1.5870 -2.9476
C 1.4471 2.2445 -4.1594
O 0.5613 -0.8569 -2.6420
C 0.3189 -1.1235 -4.0482
H 4.8944 -0.1282 -3.3974
H 4.3334 -1.0850 -2.0146
H 4.4337 0.6996 -1.9003
H 1.7475 3.2564 -3.9035
H 0.6190 2.2704 -4.8622
H 2.2833 1.7034 -4.5911
H -0.0413 -2.1453 -4.1292
H 1.2351 -1.0225 -4.6250
H -0.4363 -0.4341 -4.4230
*
```

---

[4]
2 unconnected molecules or ions with the total composition C21H39BI2N4O5 at a distorted geometry, computed with ωB97M-V with the def2-TZVPD basis set.

Values from the calculation:
HOMO energy in eV: -7.32
Calculated total energy in eV: -55486.2682
HOMO-LUMO gap in eV: 6.5457

Structure (ORCA input):
```
! wB97M-V def2-TZVPD RIJCOSX def2/J DEFGRID3
* xyz 0 1
C -3.1470 2.1489 2.3916
C -2.6925 0.7593 1.9539
C -1.3064 0.7615 1.2682
C -1.2648 0.3256 -0.2097
C -1.6231 1.4409 -1.1734
C -2.9931 2.0514 -1.0171
O -4.0017 1.4885 -0.6798
I -3.0818 4.1644 -1.5387
C 0.2170 -0.0317 -0.5250
C 1.3670 0.8963 -0.1605
C 2.5100 0.1972 0.5683
C 3.4267 1.1872 1.2780
C 4.0300 2.2431 0.3625
N 4.1735 3.5168 1.1239
C 4.6024 4.6143 0.3721
C 5.9950 4.5214 -0.1913
O 3.9065 5.6133 0.2179
N 0.3189 -1.4670 -0.1739
C -0.9219 -1.8296 0.2051
N -1.1424 -2.7947 1.0757
B -2.4785 -3.1781 1.5976
O -3.5629 -3.0931 0.8047
C -2.5514 -3.6612 3.0982
C -1.5808 -4.8331 3.3258
N -1.9063 -1.0166 -0.3554
C -2.3618 -1.4030 -1.7097
I -1.6217 -3.3368 -2.3963
C -3.8786 -1.4670 -1.8214
C -4.3229 -1.4413 -3.2933
H -3.5956 2.7176 1.5822
H -2.3119 2.7286 2.7743
H -3.8945 2.0876 3.1757
H -3.4532 0.2598 1.3647
H -2.6021 0.1892 2.8783
H -0.9429 1.7819 1.2889
H -0.6341 0.1455 1.8604
H -0.8926 2.2283 -1.0202
H -1.5271 1.1665 -2.2213
H 0.2460 -0.0415 -1.6179
H 1.7676 1.2481 -1.1039
H 1.0732 1.7800 0.4068
H 2.1518 -0.4866 1.3449
H 3.0601 -0.3790 -0.1620
H 4.2472 0.6210 1.7124
H 2.9324 1.6767 2.1168
H 5.0187 1.9723 0.0161
H 3.4134 2.4485 -0.5109
H 3.2954 3.7701 1.5585
H 6.0400 3.7517 -0.9564
H 6.2722 5.4749 -0.6160
H 6.7036 4.2458 0.5823
H 0.9293 -1.6992 0.6068
H -0.3180 -3.2793 1.3921
H -4.3442 -2.9696 1.3466
H -2.2139 -2.8357 3.7244
H -3.5674 -3.9499 3.3435
H -1.8039 -5.6861 2.6928
H -0.5498 -4.5460 3.1299
H -1.5987 -5.1535 4.3610
H -2.0028 -0.7216 -2.4701
H -4.3295 -0.6776 -1.2300
H -4.2222 -2.4019 -1.3992
H -5.1638 -0.7787 -3.4608
H -4.6213 -2.4378 -3.5977
H -3.5166 -1.1519 -3.9628
C 4.1092 -1.2127 -3.9149
C 3.4837 -0.8828 -2.5511
O 4.0643 -1.3151 -1.5280
O 2.4256 -0.1993 -2.5719
H 5.0159 -1.8048 -3.8001
H 3.3954 -1.7717 -4.5216
H 4.3538 -0.2887 -4.4407
*
```